1.
# C8H11N3SSi

An isolated molecule of C8H11N3SSi (ωB97M-V with the def2-TZVPD basis set, the Open Molecules 2025 dataset).

Structure (ORCA input):
```
! wB97M-V def2-TZVPD RIJCOSX def2/J DEFGRID3
* xyz 0 1
C 2.432 2.144 0.337
Si 0.971 0.818 0.624
C 1.481 -0.928 0.077
N 0.502 -1.879 0.638
C -0.409 -2.665 0.052
N -1.149 -3.281 0.981
C -0.726 -2.729 2.090
N 0.235 -1.914 1.937
C -0.608 1.107 -0.386
C -0.764 1.477 -1.697
C -2.094 1.507 -2.161
C -2.974 1.329 -1.155
S -2.198 0.911 0.329
H 2.427 2.702 -0.598
H 2.278 2.872 1.110
H 3.363 1.824 0.725
H 0.981 0.603 1.977
H 2.459 -1.254 0.622
H 1.806 -1.311 -0.918
H -0.456 -2.932 -0.945
H -1.100 -2.934 3.192
H 0.029 1.605 -2.338
H -2.395 1.783 -3.114
H -4.091 1.145 -1.378
*
```

The total energy is -1163.331542 hartree. The calculation puts the energy above the lowest of the compared OMol25 structures with the same formula, charge and spin at 17.3 kcal/mol. The HOMO energy is -9.2 eV. The SMILES is C[Si@H](Cn1cncn1)c1cccs1.


2.
# C2H8NS

A cluster of 2 separate species, C2H8NS in total (ωB97M-V with the def2-TZVPD basis set, the Open Molecules 2025 dataset).

Structure (ORCA input):
```
! wB97M-V def2-TZVPD RIJCOSX def2/J DEFGRID3
* xyz -1 1
S 0.116 3.055 -0.067
H -0.689 3.880 0.620
C 0.315 -1.244 -1.031
C 0.348 -0.743 0.411
N -0.934 -0.158 0.793
H -0.705 -1.443 -1.371
H 0.864 -2.175 -1.165
H 0.729 -0.493 -1.697
H 1.165 -0.021 0.491
H 0.620 -1.564 1.085
H -1.014 0.676 0.206
H -0.812 0.230 1.724
*
```

The total energy is -533.968703 hartree. The calculation puts the energy above the lowest of the compared OMol25 structures with the same formula, charge and spin at 1.5 kcal/mol. The HOMO energy is -2.7 eV.


3.
# C39H93N3O31P4

A cluster of 10 separate species, C39H93N3O31P4 in total (ωB97M-V with the def2-TZVPD basis set, the Open Molecules 2025 dataset).

Structure (ORCA input):
```
! wB97M-V def2-TZVPD RIJCOSX def2/J DEFGRID3
* xyz 0 1
C -9.521 -20.721 7.604
C -8.169 -20.132 7.148
O -7.777 -20.855 6.008
P -6.216 -20.745 5.510
O -5.200 -20.972 6.558
O -6.176 -21.869 4.375
C -5.964 -23.157 4.920
C -6.346 -24.151 3.812
O -6.151 -19.430 4.601
C -4.826 -19.053 4.137
C -4.769 -19.038 2.619
H -10.195 -20.695 6.787
H -9.379 -21.718 8.006
H -9.979 -20.123 8.373
H -8.191 -19.076 6.917
H -7.370 -20.305 7.901
H -4.939 -23.333 5.312
H -6.585 -23.219 5.780
H -6.587 -23.579 2.884
H -5.567 -24.827 3.469
H -7.140 -24.855 4.085
H -4.623 -18.059 4.534
H -4.130 -19.830 4.467
H -5.473 -18.344 2.153
H -3.727 -18.753 2.351
H -4.927 -20.055 2.175
C -17.142 -23.592 5.042
C -16.284 -24.894 5.170
O -15.142 -24.489 5.986
P -13.641 -25.020 5.864
O -13.242 -25.097 4.451
O -12.819 -24.201 6.868
C -12.264 -22.896 6.635
C -13.269 -21.829 7.082
O -13.617 -26.482 6.546
C -13.792 -26.660 8.003
C -14.011 -28.167 8.213
H -17.512 -23.267 6.063
H -16.600 -22.777 4.638
H -18.025 -23.789 4.431
H -16.730 -25.659 5.813
H -15.967 -25.208 4.164
H -11.318 -22.926 7.241
H -11.924 -22.663 5.666
H -13.514 -22.093 8.108
H -12.872 -20.834 6.990
H -14.143 -22.025 6.441
H -12.917 -26.366 8.559
H -14.682 -26.096 8.316
H -14.948 -28.518 7.737
H -13.179 -28.756 7.767
H -14.142 -28.327 9.256
C -6.296 -33.610 3.807
C -7.148 -32.478 3.210
O -6.693 -31.158 3.559
P -7.693 -29.998 3.960
O -6.982 -28.678 4.045
O -8.821 -29.998 2.877
C -9.039 -28.900 1.957
C -7.936 -28.989 0.890
O -8.433 -30.542 5.239
C -7.880 -30.545 6.555
C -6.931 -31.650 6.853
H -6.501 -33.778 4.899
H -6.482 -34.567 3.265
H -5.293 -33.262 3.810
H -7.213 -32.622 2.132
H -8.231 -32.604 3.545
H -10.082 -28.955 1.628
H -8.923 -27.995 2.558
H -7.019 -29.071 1.507
H -8.130 -29.820 0.195
H -7.983 -28.024 0.328
H -7.446 -29.547 6.729
H -8.793 -30.546 7.160
H -6.574 -31.601 7.883
H -7.491 -32.582 6.645
H -6.120 -31.530 6.207
C -12.687 -16.911 4.218
C -12.278 -18.274 4.653
O -12.360 -19.256 3.457
P -11.267 -20.380 3.298
O -10.786 -21.040 4.525
O -11.989 -21.351 2.257
C -13.189 -22.114 2.891
C -14.127 -22.491 1.729
O -10.066 -19.798 2.451
C -8.864 -20.559 2.416
C -8.856 -21.413 1.131
H -12.388 -16.165 4.964
H -12.216 -16.653 3.240
H -13.789 -16.792 4.124
H -11.272 -18.377 5.043
H -12.846 -18.804 5.399
H -12.768 -22.980 3.459
H -13.609 -21.343 3.536
H -14.794 -21.686 1.527
H -13.427 -22.681 0.850
H -14.725 -23.366 1.949
H -8.040 -19.928 2.514
H -8.957 -21.301 3.224
H -9.857 -21.927 1.088
H -8.773 -20.768 0.252
H -7.937 -22.006 1.143
C -9.554 -26.465 10.508
N -10.441 -27.605 10.465
O -9.910 -28.699 10.255
O -11.623 -27.436 10.573
H -10.062 -25.591 10.995
H -9.523 -26.263 9.437
H -8.605 -26.775 10.952
C -6.656 -23.624 8.836
N -7.108 -23.470 10.304
O -7.452 -24.516 10.920
O -6.994 -22.411 10.809
H -6.159 -24.572 8.922
H -6.008 -22.780 8.503
H -7.543 -23.753 8.232
C -14.058 -28.742 3.718
N -13.662 -28.943 2.285
O -14.387 -29.487 1.483
O -12.592 -28.452 1.977
H -15.067 -28.996 3.860
H -13.895 -27.683 3.784
H -13.318 -29.284 4.254
C -11.802 -31.796 4.448
C -11.498 -33.258 4.109
O -11.388 -34.186 5.270
C -10.215 -34.227 5.856
O -9.135 -33.873 5.399
O -10.283 -34.848 7.110
C -8.981 -35.062 7.752
H -11.569 -31.098 3.658
H -11.033 -31.398 5.153
H -12.833 -31.638 4.817
H -10.562 -33.357 3.580
H -12.260 -33.736 3.552
H -8.594 -36.069 7.513
H -9.195 -34.936 8.749
H -8.275 -34.294 7.500
C -4.955 -26.923 9.762
C -5.880 -27.819 8.954
O -5.203 -28.419 7.842
C -5.037 -27.574 6.771
O -5.512 -26.476 6.663
O -4.250 -28.314 5.909
C -3.896 -27.746 4.587
H -4.563 -26.129 9.174
H -4.139 -27.505 10.218
H -5.549 -26.520 10.659
H -6.739 -27.272 8.598
H -6.231 -28.609 9.552
H -4.699 -27.026 4.381
H -3.858 -28.529 3.826
H -2.942 -27.210 4.595
C -10.714 -27.713 5.584
C -9.267 -27.529 5.845
O -8.939 -26.408 6.650
C -9.098 -25.171 6.205
O -9.109 -24.173 6.904
O -9.276 -25.136 4.858
C -9.753 -23.910 4.223
H -10.730 -28.600 5.017
H -11.129 -27.013 4.851
H -11.345 -27.798 6.475
H -8.737 -27.461 4.885
H -8.869 -28.376 6.386
H -10.824 -23.954 4.357
H -9.485 -24.036 3.160
H -9.248 -23.048 4.593
*
```

The total energy is -5404.041542 hartree. The HOMO energy is -10.4 eV. The SMILES is CCOP(=O)(OCC)OCC.CCOP(=O)(OCC)OCC.CCOP(=O)(OCC)OCC.CCOP(=O)(OCC)OCC.C[N+](=O)[O-].C[N+](=O)[O-].C[N+](=O)[O-].CCOC(=O)OC.CCOC(=O)OC.CCOC(=O)OC.


4.
# H24O12

A structure of composition H24O12 (ωB97M-V with the def2-TZVPD basis set, the Open Molecules 2025 dataset).

Structure (ORCA input):
```
! wB97M-V def2-TZVPD RIJCOSX def2/J DEFGRID3
* xyz 0 1
O -0.408 0.646 2.410
H -1.129 0.045 2.597
H -0.031 0.320 1.593
O 1.540 0.188 -2.218
H 0.681 -0.213 -2.351
H 1.837 -0.154 -1.374
O 0.353 2.117 -1.378
H 0.797 1.355 -1.749
H 0.673 2.856 -1.896
O -1.216 -2.744 -0.694
H -1.593 -3.424 -1.252
H -0.282 -2.950 -0.662
O -1.860 -0.961 -2.033
H -2.582 -1.336 -2.539
H -1.753 -1.555 -1.291
O -0.020 -0.145 0.318
H -0.082 -0.889 -0.281
H -0.481 0.564 -0.130
O 2.294 0.792 1.598
H 1.884 0.301 0.886
H 2.198 0.228 2.365
O 1.003 -2.585 -0.965
H 1.603 -1.865 -0.773
H 1.415 -3.353 -0.571
O 0.831 2.836 0.707
H 1.779 2.743 0.608
H 0.465 2.388 -0.055
O 0.770 -2.357 1.937
H -0.085 -2.621 2.276
H 0.638 -1.461 1.626
O -1.241 1.556 -0.327
H -0.614 1.986 -0.909
H -2.067 1.572 -0.810
O -2.118 2.161 1.641
H -1.437 1.677 1.173
H -1.764 2.282 2.522
*
```

The total energy is -917.002023 hartree. The calculation puts the energy above the lowest of the compared OMol25 structures with the same formula, charge and spin at 202.9 kcal/mol. The HOMO energy is -8.7 eV.


5.
# C9H20ClGaRuSi

A structure of composition C9H20ClGaRuSi (ωB97M-V with the def2-TZVPD basis set, the Open Molecules 2025 dataset).

Structure (ORCA input):
```
! wB97M-V def2-TZVPD RIJCOSX def2/J DEFGRID3
* xyz -1 6
Ga 0.083 -1.058 0.042
Cl -2.191 -1.316 0.534
C 0.917 -1.786 -1.581
H 1.991 -1.731 -1.440
H 0.645 -1.148 -2.418
H 0.672 -2.840 -1.820
Ru -1.938 0.684 -0.969
C -3.204 1.894 -0.016
C -2.550 0.821 -2.870
C -0.826 2.096 -1.431
H -1.801 1.326 -3.511
H -2.801 -0.179 -3.254
H -3.466 1.444 -2.806
H -2.705 2.836 0.304
H -3.992 2.148 -0.764
H -3.686 1.387 0.847
H -0.129 1.999 -2.305
H -0.468 2.743 -0.589
C 4.282 0.003 4.428
Si 3.769 -1.438 3.342
C 5.149 -2.102 2.239
C 2.924 -2.725 4.438
C 2.408 -0.965 2.171
C 1.469 -0.862 1.358
H 5.051 -0.320 5.142
H 3.407 0.369 4.993
H 4.675 0.841 3.834
H 6.013 -2.441 2.815
H 4.766 -2.943 1.630
H 5.467 -1.312 1.534
H 2.058 -2.243 4.927
H 2.541 -3.555 3.829
H 3.610 -3.110 5.204
*
```

The total energy is -3124.066078 hartree. Its expectation value of S² is 8.762. The HOMO energy (alpha / beta) is -1.6 / -4.9 eV.


6.
# C4H5N3

An isolated molecule of C4H5N3 (ωB97M-V with the def2-TZVPD basis set, the Open Molecules 2025 dataset).

Structure (ORCA input):
```
! wB97M-V def2-TZVPD RIJCOSX def2/J DEFGRID3
* xyz 0 1
C -1.594 0.148 0.192
N -0.440 -0.754 -0.120
C 0.937 -0.367 0.267
C 1.907 -0.703 -0.817
N 2.596 -1.017 -1.692
C 0.955 1.082 0.575
N 0.548 2.137 0.817
H -2.427 -0.127 -0.462
H -1.350 1.188 -0.008
H -1.989 0.105 1.217
H -0.441 -0.788 -1.133
H 1.297 -0.903 1.163
*
```

The total energy is -319.626770 hartree. The calculation puts the energy above the lowest of the compared OMol25 structures with the same formula, charge and spin at 53.6 kcal/mol. The HOMO energy is -10.5 eV. The SMILES is CNC(C#N)C#N.


7.
# CH3NO3S

A cluster of 2 separate species, CH3NO3S in total (ωB97M-V with the def2-TZVPD basis set, the Open Molecules 2025 dataset).

Structure (ORCA input):
```
! wB97M-V def2-TZVPD RIJCOSX def2/J DEFGRID3
* xyz 0 1
C 0.274 -1.013 0.699
N 0.976 -0.417 -0.207
O -0.632 1.570 0.622
O -2.148 0.736 -1.062
O 0.575 0.012 -1.376
S -1.044 1.623 -0.774
H -0.544 -1.520 0.318
H 0.657 -0.990 1.704
H 1.886 -0.002 0.075
*
```

The total energy is -718.469458 hartree. The calculation puts the energy above the lowest of the compared OMol25 structures with the same formula, charge and spin at 63.8 kcal/mol. The HOMO energy (alpha / beta) is -10.0 / -10.0 eV.